Entry 1:
11
Properties=species:S:1:pos:R:3:forces:R:3 method="wB97M-V/def2-TZVPD" homo_lumo_gap_ha=0.347 de_lowest_kj_mol=320.3 homo_energy_ev=-9.029 mol_weight_g_mol=83.09
C -0.697014 0.883076 -0.384417 1.267 1.054 -0.202
C 0.169445 -0.053316 0.053149 -0.127 0.668 -0.646
C 1.639352 -0.214151 -0.099295 -0.080 -0.152 -0.174
O -0.502406 -0.975305 0.833090 -0.639 0.246 0.386
C -1.787636 -0.776176 0.492559 -0.882 -1.865 1.547
N -2.937243 -0.947049 0.466965 0.882 0.267 -0.212
H -0.636188 1.371980 -1.335929 0.676 0.639 -0.036
H -1.312597 1.357295 0.378587 -0.760 -0.660 -0.459
H 1.991340 -1.240930 0.013813 -0.137 0.066 -0.100
H 2.143186 0.410104 0.655333 -0.218 -0.187 -0.160
H 1.929761 0.184472 -1.073856 0.017 -0.078 0.057

---

Entry 2:
89
Properties=species:S:1:pos:R:3:forces:R:3 method="wB97M-V/def2-TZVPD" homo_lumo_gap_ha=0.253 de_lowest_kj_mol=0.0 homo_energy_ev=-6.517 mol_weight_g_mol=948.13
Lu 1.267362 -0.482608 -0.884642 0.307 -0.409 -0.122
S 0.905661 -2.053495 -3.015253 -0.124 0.058 0.057
C -0.178000 -1.228356 -4.123025 0.230 -0.007 0.099
C -0.700924 -1.970509 -5.189171 0.046 -0.118 0.014
C -1.557786 -1.417379 -6.112116 -0.104 0.098 -0.087
C -1.944797 -0.086582 -6.008904 0.017 -0.021 0.009
C -1.452613 0.665813 -4.962629 -0.038 0.008 -0.075
C -0.569741 0.114821 -4.040101 0.073 0.059 0.096
S -0.056125 1.187437 -2.716959 -0.002 -0.034 0.143
C 1.364285 2.045610 -3.434693 -0.062 0.131 -0.108
C 2.552234 1.183593 -3.737954 0.127 -0.015 -0.029
C 3.244492 1.360855 -4.923847 -0.038 -0.066 0.113
C 4.397502 0.621434 -5.141036 -0.085 0.034 0.079
C 4.808840 -0.259554 -4.166495 -0.094 0.037 0.048
C 4.042966 -0.411942 -3.011581 -0.075 0.043 -0.068
C 4.466810 -1.467250 -2.030199 0.153 -0.104 -0.002
S 3.777571 -1.422264 -0.357325 -0.150 0.015 0.002
C 3.210752 0.767533 1.757610 0.101 -0.130 -0.085
C 3.955907 0.067479 2.607209 -0.005 0.064 -0.152
C 3.859290 0.359877 4.033676 -0.026 0.096 0.139
C 3.143989 1.379630 4.515719 0.098 -0.090 -0.016
C 2.202228 2.168007 3.667855 0.040 0.310 0.133
C 2.207144 1.769307 2.168919 -0.074 0.044 -0.108
S 2.480877 2.993379 0.855193 0.088 -0.026 -0.054
N 2.931965 0.297845 -2.804419 0.026 0.008 0.042
H -0.413030 -3.008059 -5.273915 0.035 -0.079 0.003
H -1.936537 -2.030255 -6.915893 -0.048 -0.064 -0.103
H -2.626687 0.349886 -6.720983 -0.078 0.045 -0.079
H -1.758434 1.693720 -4.839160 -0.041 0.132 0.014
H 1.632561 2.796553 -2.684268 -0.017 -0.022 0.002
H 1.037658 2.574202 -4.332680 0.025 -0.031 0.091
H 2.885512 2.070447 -5.654065 -0.015 0.037 -0.039
H 4.961779 0.738469 -6.053564 0.055 0.009 -0.088
H 5.701237 -0.853101 -4.290789 0.082 -0.053 -0.008
H 5.558252 -1.441668 -1.953532 -0.125 -0.032 -0.010
H 4.197916 -2.437707 -2.462626 0.009 0.067 0.034
H 4.711866 -0.616617 2.257431 0.084 -0.068 -0.067
H 4.481198 -0.220682 4.701308 0.018 -0.024 0.048
H 3.202516 1.632892 5.562457 -0.029 0.023 0.189
H 2.253690 3.247379 3.846907 0.026 -0.074 -0.019
S 3.387030 1.061129 0.014236 -0.251 0.195 0.030
C 0.762510 1.292417 2.379100 -0.201 -0.198 -0.176
N 0.833285 1.636151 3.736359 -0.488 -0.004 0.310
N -0.187205 2.059228 4.548038 0.372 -0.144 0.189
C -1.008481 3.142622 4.222594 0.003 -0.170 -0.115
C -0.753896 3.983504 3.143497 0.085 -0.110 0.087
C -1.597214 5.050257 2.889284 -0.081 0.082 -0.030
C -2.701533 5.296839 3.686843 0.006 0.031 -0.023
C -2.954457 4.453677 4.758554 -0.039 0.052 0.004
C -2.118476 3.390208 5.028717 0.029 -0.039 -0.025
N -0.237008 0.776730 1.821786 0.102 0.079 0.063
N -0.275326 0.354778 0.501166 -0.025 0.317 -0.014
C -1.596773 0.335588 0.073775 0.091 -0.086 0.081
C -1.962646 -0.486987 -1.000213 0.124 0.004 -0.110
C -3.240309 -0.445969 -1.535431 -0.072 -0.048 0.005
C -4.214409 0.361213 -0.968568 0.050 -0.097 -0.073
C -3.876937 1.130765 0.139352 -0.128 0.027 -0.019
C -2.599018 1.129254 0.655811 0.086 0.077 0.045
H -0.591391 1.334350 5.126649 0.063 0.169 -0.199
H 0.083225 3.805753 2.488570 0.143 -0.060 -0.078
H -1.386169 5.688762 2.044159 0.012 0.066 -0.075
H -3.355091 6.129663 3.477620 -0.055 0.064 -0.019
H -3.810833 4.626907 5.392749 -0.091 0.018 0.068
H -2.321554 2.740678 5.867966 -0.018 -0.088 0.104
H -1.242775 -1.184222 -1.433666 -0.038 0.090 0.062
H -3.473109 -1.072088 -2.388428 -0.025 -0.013 -0.061
H -5.213810 0.385273 -1.375314 -0.089 0.007 -0.035
H -4.624127 1.763344 0.600150 -0.053 0.034 0.022
H -2.347677 1.761006 1.497118 -0.004 -0.025 -0.032
C -1.175357 -3.966896 -1.193529 0.109 -0.125 0.023
N -1.592095 -3.651690 0.158480 0.327 -0.055 -0.058
C -3.022833 -3.661677 0.360863 -0.355 0.061 0.013
C -0.748208 -3.214885 1.097432 -0.260 0.428 -0.142
S 0.834969 -2.686486 0.804654 0.423 -0.204 -0.329
N -1.236580 -3.212943 2.366227 0.158 -0.114 0.114
C -0.599972 -2.375108 3.358065 0.144 0.169 0.193
C -1.740693 -4.460863 2.912238 -0.212 -0.192 0.014
H -1.710130 -4.860658 -1.514702 -0.007 -0.067 -0.032
H -0.102962 -4.138895 -1.226105 -0.089 0.016 -0.012
H -1.411276 -3.148629 -1.873102 -0.008 -0.067 -0.023
H -3.485339 -3.204521 -0.516198 -0.030 -0.004 0.068
H -3.273882 -3.074755 1.243541 -0.044 -0.052 -0.129
H -3.408053 -4.679435 0.470297 -0.031 0.033 -0.006
H -0.368159 -1.402786 2.931147 -0.033 0.029 0.050
H 0.319410 -2.827382 3.740743 0.025 -0.004 0.034
H -1.305813 -2.249830 4.177382 -0.028 0.040 0.094
H -2.071927 -5.125871 2.118268 0.043 0.013 0.102
H -2.579128 -4.270628 3.583398 -0.013 -0.013 0.006
H -0.947223 -4.965024 3.476010 -0.031 0.025 -0.004

---

Entry 3:
52
Properties=species:S:1:pos:R:3:forces:R:3 method="wB97M-V/def2-TZVPD" s_squared=12.06 homo_lumo_gap_ha="0.269 / 0.297" multiplicity=7 homo_energy_ev="-8.328 / -8.432" mol_weight_g_mol=530.38
C -0.732121 1.925344 -1.863826 0.930 0.326 -0.324
C 0.038018 2.763673 -0.985305 0.517 -0.305 -0.629
C 1.319686 2.134938 -0.801327 -0.669 0.330 -0.332
H -0.289257 3.691748 -0.517227 0.041 -0.218 -0.227
C 1.351332 0.942720 -1.575756 -0.753 0.486 0.229
C 0.085045 0.804741 -2.212524 -0.042 0.457 0.247
H -0.200308 0.038525 -2.931349 0.112 0.105 0.325
H -1.750561 2.097327 -2.218639 0.456 0.015 0.166
H 2.175880 2.588763 -0.289062 -0.476 -0.307 -0.074
H 2.233895 0.341563 -1.754781 -0.257 -0.183 0.243
C -1.620592 -1.169872 2.095569 -1.087 0.134 -0.277
C -2.683641 -0.511967 1.379239 -0.051 -1.248 0.067
C -2.608584 -0.944205 -0.002234 0.041 -0.520 1.263
H -3.430517 0.155731 1.813702 0.285 -0.269 -0.222
C -1.531676 -1.879574 -0.088566 -0.202 0.323 0.089
C -0.943725 -2.030296 1.191513 -0.126 0.565 -0.159
H -0.164577 -2.740506 1.463204 -0.064 0.377 -0.202
H -1.506273 -1.150463 3.188038 0.127 0.142 -0.642
H -3.323700 -0.712824 -0.788008 0.292 0.073 0.153
H -1.265728 -2.440235 -0.987105 0.022 0.309 0.344
Tb -0.922364 0.882372 0.375856 1.100 -0.777 -0.524
O 2.978334 -1.442042 0.567660 1.207 -0.113 0.411
C 3.813759 -0.587490 1.369446 0.731 -1.077 -1.398
C 4.421696 -1.565462 0.346418 -1.295 1.964 0.953
H 3.763456 0.472000 1.085998 0.007 -0.394 0.311
H 3.950838 -0.855667 2.430713 -0.327 0.201 -0.572
H 4.758654 -1.091630 -0.588895 -0.169 -0.456 0.373
H 6.720574 -2.594679 -0.625941 -0.016 -0.137 0.167
C 6.348541 -3.167739 0.223232 -0.744 0.402 0.240
C 5.127795 -2.772595 0.819840 0.549 -0.957 0.331
C 4.643086 -3.513478 1.918181 0.130 0.275 -0.518
H 3.707497 -3.221963 2.389955 0.108 -0.046 -0.134
C 5.339936 -4.618079 2.389317 0.391 -0.125 -0.161
H 4.944867 -5.191728 3.231054 0.144 0.186 -0.279
C 6.553869 -4.989488 1.795528 0.018 0.390 -0.216
H 7.115199 -5.837193 2.180715 -0.134 0.119 -0.066
C 7.067326 -4.250727 0.716052 -0.287 -0.239 0.412
H 8.026816 -4.517357 0.265926 -0.365 0.029 0.147
O -2.871561 4.389238 0.693744 -0.063 -1.369 -0.355
C -3.249242 3.333678 0.192035 0.799 -0.181 0.109
O -2.597404 2.164632 0.215575 -0.556 1.556 0.888
C -4.512324 3.246929 -0.593320 -1.303 -0.150 -0.023
C -5.105134 2.010833 -0.912762 0.191 0.255 -0.368
C -6.230799 1.965282 -1.738408 -0.071 0.274 0.117
C -6.826355 3.155495 -2.180767 0.089 -0.134 0.328
C -6.314316 4.386475 -1.756573 -0.083 -0.154 -0.005
C -5.181624 4.426265 -0.949007 0.395 -0.205 -0.112
H -4.674301 1.087281 -0.524008 -0.023 0.315 -0.217
H -6.656678 1.000468 -2.025502 0.110 0.330 0.136
H -7.730370 3.114242 -2.793846 0.372 0.041 0.115
H -6.803010 5.316979 -2.051987 0.127 -0.296 0.090
H -4.759360 5.360015 -0.581785 -0.126 -0.121 -0.218